{
  "formula": "C3H7N3O2",
  "method": "ωB97M-V with the def2-TZVPD basis set",
  "homo_lumo_gap_ev": 9.615,
  "relative_energy_kj_mol": 253.23,
  "spin_multiplicity": 1,
  "largest_force_ev_per_a": 3.42,
  "molar_mass_g_mol": 117.108,
  "lumo_ev": 0.9,
  "smiles": "CN(O)/C=N\\C(N)=O",
  "elements": ["O", "O", "N", "N", "N", "C", "C", "C", "H", "H", "H", "H", "H", "H", "H"],
  "xyz": [[-1.08, -0.22, 1.70], [-0.27, -1.60, -0.18], [-2.35, 1.60, 1.07], [0.74, -0.71, -0.54], [-0.38, 1.34, 0.06], [0.57, 0.63, -0.39], [1.91, -1.32, -1.13], [-1.29, 0.79, 0.99], [-2.95, 1.50, 1.86], [2.37, -2.03, -0.45], [1.41, 1.13, -0.87], [-0.68, -1.20, 0.67], [1.62, -1.85, -2.07], [2.66, -0.55, -1.34], [-2.28, 2.50, 0.61]],
  "mulliken_charge": [-0.704, -0.503, -0.345, 0.187, -0.559, 0.260, -0.781, 0.445, 0.267, 0.294, 0.214, 0.429, 0.257, 0.282, 0.256]
}

=====

{
  "formula": "C3H7N3O2",
  "method": "ωB97M-V with the def2-TZVPD basis set",
  "homo_lumo_gap_ev": 9.360,
  "relative_energy_kj_mol": 466.75,
  "spin_multiplicity": 1,
  "largest_force_ev_per_a": 6.52,
  "molar_mass_g_mol": 117.108,
  "lumo_ev": 0.3,
  "elements": ["O", "O", "N", "N", "N", "C", "C", "C", "H", "H", "H", "H", "H", "H", "H"],
  "xyz": [[1.83, 1.44, 0.81], [-2.17, -0.71, -1.02], [1.62, -1.13, 0.37], [-0.86, -2.23, 0.04], [-0.18, 0.52, 0.26], [-1.22, -1.01, -0.36], [0.94, -0.09, 0.25], [-0.56, 1.68, -0.53], [2.53, -0.91, 0.77], [1.39, 1.92, 1.53], [0.18, 1.91, -1.30], [0.12, -2.40, 0.26], [-1.53, 1.50, -1.01], [-1.42, -3.02, -0.25], [-0.65, 2.52, 0.16]],
  "mulliken_charge": [-0.739, -0.477, -0.728, -0.326, -0.255, 0.492, 0.756, -0.695, 0.306, 0.260, 0.264, 0.266, 0.374, 0.255, 0.246]
}

=====

{
  "formula": "C3H7N3O2",
  "method": "ωB97M-V with the def2-TZVPD basis set",
  "homo_lumo_gap_ev": 9.580,
  "relative_energy_kj_mol": 561.67,
  "spin_multiplicity": 1,
  "largest_force_ev_per_a": 6.35,
  "molar_mass_g_mol": 117.108,
  "lumo_ev": 0.4,
  "smiles": "[H]/N=C(/N)N(O)CC=O",
  "elements": ["O", "O", "N", "N", "N", "C", "C", "C", "H", "H", "H", "H", "H", "H", "H"],
  "xyz": [[-1.60, -0.25, 1.25], [0.39, 1.29, -2.06], [-0.16, -2.30, -0.03], [-0.36, -0.04, 0.66], [1.69, -0.75, -0.26], [-0.36, 1.33, -1.03], [0.05, 1.39, 0.37], [0.33, -1.19, 0.14], [-1.22, -2.39, 0.27], [-1.67, -0.61, 2.24], [2.12, -1.47, -0.73], [2.00, 0.17, -0.85], [1.06, 1.70, 0.48], [-1.52, 1.17, -1.22], [-0.76, 1.97, 0.77]],
  "mulliken_charge": [-0.510, -0.536, -0.662, 0.158, -0.563, 0.233, -0.774, 0.422, 0.287, 0.339, 0.270, 0.294, 0.397, 0.278, 0.367]
}

=====

{
  "formula": "C3H7N3O3",
  "method": "ωB97M-V with the def2-TZVPD basis set",
  "homo_lumo_gap_ev": 9.598,
  "relative_energy_kj_mol": 527.72,
  "spin_multiplicity": 1,
  "largest_force_ev_per_a": 4.19,
  "molar_mass_g_mol": 133.107,
  "lumo_ev": 0.1,
  "smiles": "COC(=O)CN(N)N=O",
  "elements": ["O", "O", "O", "N", "N", "N", "C", "C", "C", "H", "H", "H", "H", "H", "H", "H"],
  "xyz": [[0.94, -1.70, -0.61], [-1.03, -0.44, -0.81], [-0.99, 2.39, -0.14], [1.58, 0.66, 1.46], [0.79, 1.21, 0.39], [-0.55, 1.64, 0.70], [-1.78, -1.51, -0.22], [1.09, 0.72, -0.97], [0.42, -0.60, -0.73], [1.16, -0.22, 1.78], [-1.94, -1.28, 0.83], [1.55, 1.29, 2.26], [-1.26, -2.47, -0.31], [2.17, 0.58, -1.12], [0.61, 1.30, -1.77], [-2.74, -1.58, -0.73]],
  "mulliken_charge": [-0.539, -0.284, -0.355, -0.586, 0.335, 0.023, -0.697, -0.402, 0.575, 0.235, 0.268, 0.277, 0.337, 0.303, 0.273, 0.237]
}